A molecular structure, C26H64CoF8N2O16S4 at a distorted geometry, computed with ωB97M-V/def2-TZVPD.

Geometry as XYZ:
```
121
Properties=species:S:1:pos:R:3:forces:R:3
Co -2.7852 27.2988 -16.3791 -0.865 1.122 -0.838
N -0.9981 26.6236 -15.9537 2.582 -2.457 2.851
S 0.4318 26.6080 -16.5866 6.139 2.583 -9.477
O 0.9568 25.3988 -17.2840 -1.522 1.719 3.221
O 1.4305 27.6093 -16.1945 -2.107 -2.036 0.985
F -0.0171 27.3469 -17.9765 -1.049 0.397 0.214
S -0.3626 25.6410 -14.6517 -1.237 -1.474 4.638
O 0.6151 26.3245 -13.7892 -2.018 -1.355 -2.469
O -0.1966 24.2430 -15.0081 -0.584 2.682 0.528
F -1.7111 25.7656 -13.8000 0.604 -0.378 -0.677
C -5.0865 24.1596 -14.9208 1.246 0.515 1.045
F -5.7761 23.4598 -14.0619 -0.026 -0.101 0.731
F -3.7966 23.8374 -14.9064 0.471 -0.026 0.593
F -5.5117 23.9357 -16.0908 -1.154 -0.742 -2.902
S -5.2593 25.9687 -14.5312 1.210 1.321 2.820
O -6.6384 26.1559 -14.2060 -0.025 -0.151 -0.650
O -4.3795 26.2936 -13.4238 0.346 -0.199 -1.655
N -4.7038 26.8402 -15.9685 -1.280 -2.406 2.801
S -6.0746 26.9722 -16.7610 -0.287 4.164 -5.569
O -5.7195 27.4970 -18.1330 -0.877 -0.978 3.712
O -6.9834 25.8866 -16.7104 -0.268 -0.126 -0.027
C -6.8997 28.5508 -15.8263 0.382 -0.948 -0.222
F -6.5489 29.6402 -16.5087 0.343 -0.053 0.399
F -8.2267 28.4576 -15.9194 0.728 -0.210 0.597
F -6.4683 28.6825 -14.5226 -0.667 0.142 -2.049
C -5.0072 25.0731 -8.9476 -1.455 0.315 -0.377
C -5.7259 24.8226 -10.3303 2.998 -1.762 1.551
C -6.4606 25.9776 -10.7853 -1.815 1.288 -0.767
O -4.6533 24.5031 -11.2216 -0.194 -0.217 -0.508
H -4.5386 26.0572 -8.9527 0.119 0.099 -0.265
H -4.2399 24.3538 -8.6615 -0.333 -0.235 -0.303
H -5.7868 25.1445 -8.1892 0.085 -0.188 0.378
H -6.3473 23.9272 -10.3182 -0.066 -0.030 0.322
H -6.9861 25.8103 -11.7255 0.337 -0.185 -0.277
H -5.7869 26.8226 -10.9273 -0.197 0.307 0.222
H -7.2949 26.1826 -10.1145 0.258 0.489 0.394
H -4.3819 25.3337 -11.6191 0.211 -0.001 -0.263
C -2.2523 28.7989 -12.5350 -2.055 0.954 0.303
C -3.1098 29.3878 -13.6981 1.175 -0.902 0.966
C -3.0018 30.8666 -13.8190 -0.562 1.223 0.590
O -2.5529 28.7896 -14.8708 -0.209 -0.603 -1.545
H -2.7397 29.2738 -11.6835 0.511 -0.031 0.600
H -1.2040 29.0950 -12.5747 -0.035 -0.015 -0.158
H -2.3877 27.7270 -12.3914 0.139 0.095 -0.403
H -4.1680 29.1407 -13.6130 0.208 -0.552 -0.160
H -3.5008 31.2838 -14.6937 0.242 -0.309 -0.331
H -1.9892 31.2599 -13.7293 0.114 -0.124 -0.179
H -3.5814 31.3094 -13.0091 0.144 0.041 0.326
H -1.6196 29.0107 -14.8291 0.422 -0.096 -0.160
C -4.0545 24.5272 -19.0632 -0.652 -0.787 -0.644
C -2.6661 25.0417 -18.6432 -0.540 -1.248 -2.258
C -1.5676 24.8668 -19.7248 -0.631 -1.380 0.202
O -2.8405 26.4241 -18.4166 0.338 0.489 1.611
H -4.3335 24.6292 -20.1120 0.576 0.449 -0.354
H -4.9006 25.0074 -18.5716 0.398 0.222 0.484
H -4.2007 23.4578 -18.9114 0.366 -0.096 0.337
H -2.3939 24.4049 -17.8015 0.347 0.919 0.715
H -0.5363 24.9044 -19.3740 -0.193 0.464 0.250
H -1.7157 25.4668 -20.6227 -0.125 0.456 0.163
H -1.6919 23.8500 -20.0973 0.067 -0.217 -0.058
H -2.4542 26.8758 -19.1704 0.106 0.124 0.164
C -10.6815 28.6433 -14.0660 0.149 -0.652 0.164
C -10.2153 29.3457 -12.7722 -0.079 -2.128 0.246
C -8.7224 29.5157 -12.7680 0.162 0.411 -0.494
O -10.9376 30.4993 -12.5584 -0.595 1.644 -0.397
H -10.5325 29.1756 -15.0055 0.212 0.671 0.208
H -11.7379 28.3755 -14.0478 -0.089 0.043 0.304
H -10.1292 27.7179 -14.2295 0.003 -0.136 0.230
H -10.4674 28.7175 -11.9178 -0.080 -0.550 -0.003
H -8.5440 30.0256 -13.7147 0.779 0.007 0.002
H -8.2424 28.5381 -12.7221 0.010 0.002 -0.351
H -8.2881 30.0981 -11.9555 -0.453 0.181 0.101
H -11.4293 30.6222 -13.3738 -0.221 0.545 0.154
C -2.2329 31.1739 -17.4655 -0.925 -0.439 0.230
C -3.3879 30.1682 -17.6265 -0.557 0.851 -1.559
C -4.3525 30.4761 -18.8321 0.898 0.814 0.731
O -2.7569 28.9430 -17.8897 0.380 -1.678 0.417
H -2.6781 32.1620 -17.3497 0.617 0.192 0.240
H -1.5350 31.1236 -18.3013 -0.478 0.220 -0.538
H -1.5812 30.8280 -16.6632 -0.355 0.472 0.542
H -3.9973 29.9766 -16.7433 0.201 0.464 0.172
H -3.7856 30.7965 -19.7062 0.446 -0.290 -0.156
H -4.9015 31.3909 -18.6088 -0.470 -0.214 0.208
H -5.0021 29.6511 -19.1244 -0.013 0.047 0.469
H -2.4626 28.9884 -18.8024 0.267 -0.336 -0.069
C -10.3452 29.1294 -19.4860 0.019 0.745 0.263
C -9.3411 29.8590 -20.3551 0.071 1.449 -1.047
C -7.8896 29.8392 -19.9188 -0.427 -1.649 0.130
O -9.4762 29.2875 -21.6397 -0.100 -0.901 -0.962
H -9.9418 28.1434 -19.2556 -0.317 -0.064 0.155
H -11.3224 29.0837 -19.9668 0.274 -0.388 -0.457
H -10.5988 29.6998 -18.5926 0.581 -0.139 0.399
H -9.5444 30.9156 -20.5294 -0.836 0.315 0.689
H -7.8826 29.9145 -18.8314 0.646 0.350 -0.051
H -7.2213 30.4932 -20.4790 -0.304 0.519 0.354
H -7.5612 28.8417 -20.2107 0.307 -0.299 0.447
H -9.1237 29.8708 -22.3158 0.101 0.051 0.094
C -4.6350 20.2916 -16.3574 0.181 1.578 1.003
C -4.2800 19.7749 -17.7034 0.692 -2.334 -1.093
C -4.4807 20.6379 -18.9430 -0.355 0.098 0.550
O -2.9007 19.2639 -17.7386 -0.558 0.666 0.794
H -5.6770 20.5926 -16.2492 -0.249 -0.083 -0.618
H -4.0818 21.2010 -16.1228 0.318 0.014 0.208
H -4.5166 19.5797 -15.5405 0.498 -0.195 -0.295
H -4.8768 18.8634 -17.7373 -0.393 -0.121 -0.733
H -4.5461 20.0845 -19.8798 0.073 -0.419 0.176
H -3.6152 21.2931 -19.0418 -0.215 0.378 0.115
H -5.4255 21.1747 -18.8570 0.127 0.391 -0.053
H -2.6325 19.1676 -18.6554 -0.127 -0.008 -0.058
C -8.1575 23.1560 -18.0841 -0.599 1.145 -0.123
C -9.2998 22.7637 -19.0267 1.822 -0.862 0.773
C -9.2175 21.2434 -19.1740 -0.538 0.664 -0.286
O -10.5233 23.2558 -18.5200 0.029 -0.224 0.115
H -8.3563 22.7575 -17.0893 -0.023 0.149 0.090
H -8.1324 24.2456 -18.0715 0.102 0.003 0.509
H -7.1583 22.8411 -18.3849 -0.155 -0.258 -0.346
H -9.1104 23.1997 -20.0076 -0.025 0.098 -0.193
H -9.9557 21.0333 -19.9480 0.231 -0.954 -0.108
H -9.3933 20.6773 -18.2593 -0.426 0.252 0.128
H -8.1884 20.9996 -19.4382 -0.208 -0.124 -0.596
H -11.1972 22.6076 -18.7377 -0.210 0.052 0.009
```
Positions in Å, forces in eV/Å.

Properties
HOMO level (alpha / beta): -9.65 / -9.65 eV
Kohn-Sham gap (alpha / beta): 8.48 / 8.02 eV
max |F|: 11.58 eV/A
2S+1: 4
⟨S²⟩: 3.756

Atom charges from the Löwdin analysis, given in e for atoms 1 to 6: number 1, Co, carries 0.822; number 2, N, carries -0.326; number 3, S, carries 0.521; number 4, O, carries -0.266; number 5, O, carries -0.258; number 6, F, carries -0.236

12 unconnected molecules or ions with the total composition C26H64F3N8O16 at a distorted geometry, computed with ωB97M-V/def2-TZVPD.

Geometry as XYZ:
```
117
Properties=species:S:1:pos:R:3:forces:R:3
C -9.5257 7.8509 25.3600 1.112 3.212 -0.213
O -9.1311 7.5367 23.9814 -0.494 0.514 0.098
O -9.8701 9.2100 25.5824 -0.276 -2.608 -0.635
C -10.5689 6.7746 25.8885 0.333 1.221 -2.823
F -10.4086 6.6544 27.1811 0.119 -0.959 0.627
F -11.8648 7.0558 25.6657 -0.247 0.907 0.219
F -10.4595 5.6045 25.1702 0.861 -0.210 1.270
C -7.9590 8.2248 23.4227 -1.532 -0.886 -0.916
C -8.3728 8.4514 21.9374 0.987 0.423 -0.330
H -7.6759 9.0672 21.3689 0.566 0.349 0.434
H -8.3753 7.5752 21.2890 -0.327 -0.549 0.554
H -9.3073 8.9866 21.7687 -0.195 -0.327 0.643
H -7.1110 7.5500 23.5389 0.089 -0.188 -0.344
H -7.5935 9.1417 23.8852 -0.905 0.236 0.380
H -8.5582 7.7077 25.8411 -0.089 -0.700 1.061
C -12.1786 12.5596 25.8498 2.126 -0.682 1.087
C -10.7036 12.8961 25.7203 -0.329 2.501 0.939
O -10.1009 12.1521 24.7613 0.710 -0.622 -2.413
O -12.1927 11.2938 26.4258 -2.196 -1.406 0.940
H -12.5861 12.6336 24.8415 -0.364 -0.263 -0.122
H -12.7459 13.1452 26.5732 0.139 0.579 -0.325
H -10.0216 12.8403 26.5688 -0.907 -0.151 1.125
H -10.6811 13.9561 25.4673 0.361 0.254 -0.632
H -10.1804 11.2157 24.9576 0.259 -0.667 0.220
H -11.4932 10.6456 26.3156 0.630 0.111 -0.663
C -5.5966 10.9696 26.2785 0.759 -1.439 0.756
C -7.0662 11.3458 26.4720 -0.195 -0.397 -1.364
O -7.7585 10.4830 27.3787 1.250 1.196 0.205
O -4.7635 12.0483 25.9356 -0.134 1.514 -0.490
H -5.4658 10.1770 25.5418 -0.427 -0.109 -0.325
H -5.1716 10.5210 27.1764 -0.477 -0.067 0.609
H -7.5180 11.3064 25.4808 -0.308 -0.453 -0.159
H -7.1465 12.4228 26.6187 0.009 0.067 1.218
H -8.4002 9.9402 26.9149 -0.588 -0.110 -0.744
H -3.8333 11.8171 25.9894 -0.220 -0.255 0.048
C -12.5436 1.8036 26.3784 0.555 0.776 0.102
C -13.0706 2.9078 25.4824 -0.129 0.358 -0.290
O -13.9544 3.8601 26.1194 0.951 -0.205 -0.440
O -11.1920 2.0923 26.8077 -1.042 -0.761 -0.127
H -12.6612 0.9040 25.7742 0.536 -0.454 0.423
H -13.1263 1.7210 27.2958 -0.172 -0.184 -0.087
H -13.4694 2.4897 24.5582 -0.957 -0.199 0.146
H -12.1902 3.3862 25.0535 -0.069 0.728 0.715
H -14.6444 3.3960 26.5991 -0.108 -0.250 -0.173
H -10.6527 1.7835 26.0760 0.393 0.162 -0.288
O -4.7444 7.7045 24.8923 -0.867 0.814 -0.797
C -3.5994 7.3366 24.9592 0.072 -1.903 0.418
N -2.8200 7.6591 26.0176 0.785 -0.087 -0.618
C -3.0165 6.2794 23.9599 -0.200 1.677 1.593
H -2.0329 7.0508 26.1922 -0.028 0.671 0.327
H -3.1140 8.4031 26.6342 0.021 -0.446 0.152
H -2.1322 5.8701 24.4483 0.044 -0.336 -0.512
H -2.7512 6.8942 23.0998 0.028 -0.556 -0.316
H -3.7933 5.5345 23.7871 0.287 0.098 -0.286
O -13.0424 10.0120 21.4325 1.793 1.468 -0.113
C -12.0460 10.2630 22.1687 -2.670 -0.851 -2.476
N -12.0442 9.6030 23.2869 0.388 -2.043 3.113
C -10.9232 11.2015 21.8898 -0.787 0.347 -0.551
H -12.7634 8.9002 23.3809 -0.168 0.353 -0.519
H -11.3056 9.4190 23.9508 0.873 0.646 0.108
H -11.2870 12.1936 22.1571 0.335 0.054 0.503
H -10.8326 11.2814 20.8065 0.503 -0.391 0.013
H -10.0388 10.9000 22.4511 0.021 0.454 -0.278
O -5.9696 5.0476 27.0042 1.557 0.032 2.579
C -6.5764 4.6273 26.0568 -0.801 -0.403 1.235
N -6.4066 5.2250 24.9174 -0.249 0.109 -3.130
C -7.5756 3.5384 26.1470 0.019 -1.657 -0.277
H -5.6756 5.9207 24.8753 -0.583 0.589 -0.160
H -7.1630 5.1465 24.2526 0.444 0.316 -0.331
H -7.2007 2.6534 26.6611 0.361 0.477 0.937
H -7.6782 3.0208 25.1932 -0.938 0.717 -0.462
H -8.4850 3.8658 26.6509 -0.146 -0.115 -0.439
O -13.4480 4.6245 31.3399 0.089 0.532 0.724
C -13.4490 4.6458 30.1248 -0.631 0.787 1.283
N -13.3868 3.4732 29.4845 -0.011 -0.857 -1.393
C -13.6569 5.9005 29.3105 0.040 -0.873 -1.461
H -13.4680 2.6429 30.0538 0.290 0.171 -0.192
H -13.3933 3.4184 28.4760 0.083 -0.005 0.240
H -14.3475 6.6327 29.7288 0.496 -0.121 0.329
H -14.0896 5.5454 28.3753 -0.382 0.155 -0.163
H -12.7233 6.3058 28.9205 0.166 0.375 0.634
O -8.3207 7.9060 16.4744 -2.645 -1.303 -2.506
C -7.4197 8.2942 17.1119 1.104 1.626 4.012
N -6.1368 8.2863 16.7722 2.392 -0.003 -1.379
C -7.5954 8.8079 18.5507 0.284 0.521 -0.562
H -5.4524 8.7993 17.3093 -0.287 -0.180 -0.062
H -5.8750 8.0714 15.8207 -0.127 -0.019 0.084
H -7.3772 9.8724 18.6368 -0.583 0.417 -0.536
H -6.7667 8.4817 19.1792 -0.561 -0.971 0.340
H -8.6286 8.6044 18.8323 0.423 -0.092 0.543
O -7.8318 2.9790 30.8053 -1.267 -2.462 2.061
C -7.8514 3.8666 30.0065 -1.450 0.272 0.189
N -6.6811 4.4298 29.7545 2.273 0.989 -0.432
C -9.0845 4.4950 29.4444 0.438 -0.482 -1.263
H -6.3574 4.5788 28.8095 -0.065 0.585 -0.369
H -6.0490 3.9190 30.3542 0.626 0.169 -0.338
H -9.7419 3.7714 28.9623 -0.064 -0.260 0.336
H -8.6705 5.0830 28.6253 -0.718 0.908 0.190
H -9.6369 5.0162 30.2263 0.204 0.280 -0.269
O -15.6568 8.9224 27.2664 -0.432 -0.325 -0.088
C -14.9986 8.4489 26.3570 1.778 1.605 -0.507
N -14.0533 9.2564 25.7050 -2.607 -2.277 0.912
C -15.0874 7.0223 25.9251 -0.197 -1.378 0.424
H -14.0225 10.1649 26.1451 1.131 0.052 -0.570
H -13.4026 8.7582 25.1147 0.201 0.997 0.499
H -14.1634 6.4809 25.7218 0.293 0.638 -0.342
H -15.7618 6.8468 25.0870 -0.041 0.279 -0.028
H -15.4569 6.4440 26.7720 -0.465 0.203 0.012
O -10.4255 1.9040 23.9665 0.162 -0.469 0.150
C -9.7531 2.5851 23.1923 0.035 -1.948 1.171
N -10.1596 3.8000 22.9063 0.484 1.073 -1.007
C -8.5321 1.9888 22.4935 -0.951 -0.304 0.259
H -11.0410 4.0786 23.3132 0.341 0.483 -0.132
H -9.5980 4.3697 22.2897 -0.558 0.338 0.213
H -8.4784 0.9300 22.7466 -0.185 0.116 0.195
H -7.5684 2.4123 22.7764 -0.163 0.460 -0.500
H -8.8430 2.0221 21.4493 0.906 0.260 -0.334
```
Positions in Å, forces in eV/Å.

Properties
HOMO level: -6.19 eV
Kohn-Sham gap: 7.80 eV
max |F|: 4.47 eV/A
total charge: -1

Atom charges from the Löwdin analysis, given in e for atoms 1 to 6: number 1, C, carries -0.356; number 2, O, carries -0.154; number 3, O, carries -0.239; number 4, C, carries -0.527; number 5, F, carries 0.177; number 6, F, carries 0.115